# H9Li3O5

A molecular structure, H9Li3O5 in a non-equilibrium geometry (the ωB97M-V functional and the def2-TZVPD basis, the Open Molecules 2025 dataset).

```
! wB97M-V def2-TZVPD RIJCOSX def2/J DEFGRID3
* xyz 2 1
Li -8.2258 -4.6577 28.6195
Li -11.3100 -5.6835 30.0908
Li -9.8329 -3.5081 31.4368
O -9.9787 -4.3339 29.7599
H -10.0632 -3.4482 29.3973
O -11.2614 -2.8413 27.5571
H -11.2400 -3.2014 26.6623
H -10.7803 -3.4840 28.1047
O -7.7741 -2.6865 28.0480
H -7.7602 -2.6059 27.0842
H -7.1749 -1.9948 28.3570
O -9.3958 -5.3441 32.3658
H -8.5668 -5.6170 31.9544
H -9.4626 -5.8905 33.1607
O -11.7303 -3.6576 32.0545
H -12.0289 -4.2459 32.7597
H -12.2822 -2.8675 32.1479
*
```

Summary:
Maximum force   1.13 eV/A
HOMO   -17.776 eV
LUMO level   -0.274 hartree
Calculated total energy   -403.8017 Ha
Energy relative to the best compared isomer or geometry (same formula, charge and spin)   0.0000 eV
Gap between HOMO and LUMO   10.326 eV


# C15H8Cl2O2SeV

A molecular structure, C15H8Cl2O2SeV in a non-equilibrium geometry (the ωB97M-V functional and the def2-TZVPD basis, the Open Molecules 2025 dataset).

```
! wB97M-V def2-TZVPD RIJCOSX def2/J DEFGRID3
* xyz -1 3
V -1.7255 0.9422 -0.4081
Cl -4.5337 -3.4115 4.4131
C -3.7187 -2.1547 3.4955
C -3.0730 -1.1331 4.1824
C -2.4382 -0.1488 3.4430
Cl -1.6358 1.1218 4.3139
C -2.4241 -0.1432 2.0534
O -1.7751 0.8597 1.4140
C -3.0769 -1.1983 1.3627
C -3.1300 -1.3679 -0.0401
O -2.5524 -0.5924 -0.9636
C -3.7263 -2.2001 2.1295
H -3.0652 -1.0972 5.2618
H -3.6650 -2.2281 -0.4232
H -4.2292 -3.0094 1.6159
Se -2.8385 2.7101 -1.1992
C 0.1738 0.9278 -1.0761
C 1.3222 0.9565 -1.4712
C 2.6726 0.9873 -1.9739
C 3.7279 1.4533 -1.1861
C 5.0236 1.4733 -1.6825
C 5.2882 1.0312 -2.9729
C 4.2446 0.5704 -3.7650
C 2.9484 0.5482 -3.2703
H 3.5167 1.7983 -0.1820
H 5.8277 1.8378 -1.0547
H 6.2996 1.0477 -3.3593
H 4.4333 0.2260 -4.7744
H 2.1293 0.1933 -3.8825
*
```

Summary:
Maximum force   2.17 eV/A
HOMO (alpha / beta)   -3.538 / -4.704 eV
LUMO level (alpha / beta)   0.095 / 0.082 hartree
Calculated total energy   -4992.7540 Ha
Energy relative to the best compared isomer or geometry (same formula, charge and spin)   0.4790 eV
Gap between HOMO and LUMO (alpha / beta)   6.127 / 6.948 eV


# C24H23N12OOsS

A molecular structure, C24H23N12OOsS (the ωB97M-V functional and the def2-TZVPD basis, the Open Molecules 2025 dataset).

```
! wB97M-V def2-TZVPD RIJCOSX def2/J DEFGRID3
* xyz 3 1
Os -1.2793 -0.9259 0.7192
O -1.7300 1.0879 0.9577
N -3.0368 1.4136 0.8978
C -3.3699 2.7024 1.0989
C -4.6921 3.0806 1.0415
C -5.6734 2.1313 0.7747
C -5.3036 0.8123 0.5715
C -3.9625 0.4758 0.6408
S -3.3733 -1.1763 0.4011
H -2.5429 3.3669 1.3034
H -4.9451 4.1181 1.2092
H -6.7155 2.4173 0.7283
H -6.0364 0.0428 0.3664
N -1.5395 -3.6467 -1.3675
C -1.0742 -3.9751 -0.1611
N -0.8579 -5.2475 0.0923
C -0.4238 -5.5703 1.3137
N -0.1879 -6.8306 1.5976
N -0.2066 -4.6511 2.3119
C -0.4418 -3.4301 1.9780
N -0.8545 -2.9790 0.7626
C -0.2549 -2.3655 2.9928
C 0.2485 -2.6021 4.2467
C 0.4073 -1.5269 5.1195
C 0.0592 -0.2463 4.7073
C -0.4474 -0.0643 3.4401
N -0.6052 -1.1096 2.5941
H -1.6683 -4.3916 -2.0362
H -1.6240 -2.6957 -1.6761
H -0.3379 -7.5423 0.8983
H 0.1368 -7.0944 2.5147
H 0.5122 -3.6136 4.5222
H 0.8040 -1.6904 6.1134
H 0.1751 0.6057 5.3620
H -0.7424 0.9022 3.0595
C -1.0180 1.5854 -1.8364
C -0.0398 0.4761 -1.6914
N -0.1501 -0.6163 -0.8725
C 0.9382 -1.4606 -1.1683
C 1.6835 -0.8664 -2.1099
N 1.0480 0.3270 -2.4298
C 1.5990 1.2451 -3.4836
N 2.9144 1.6323 -3.1632
N 3.9300 0.7205 -3.3454
N 5.0133 1.2211 -2.9323
C 4.7719 2.4996 -2.4549
C 5.6562 3.4460 -1.9329
C 5.1198 4.6543 -1.5548
C 3.7437 4.9249 -1.6964
C 2.8613 3.9999 -2.2143
C 3.4144 2.7765 -2.5892
H -2.0137 1.2450 -1.5641
H -1.0606 1.9166 -2.8719
H -0.7451 2.4329 -1.2075
H 1.0998 -2.3906 -0.6572
H 2.6094 -1.1461 -2.5880
H 0.9550 2.1148 -3.5593
H 1.5902 0.6852 -4.4172
H 6.7121 3.2311 -1.8482
H 5.7633 5.4248 -1.1541
H 3.3736 5.8982 -1.4033
H 1.8144 4.2410 -2.3503
*
```

Summary:
Maximum force   0.08 eV/A
HOMO   -15.175 eV
LUMO level   -0.400 hartree
Calculated total energy   -2148.6695 Ha
Gap between HOMO and LUMO   4.302 eV


# C5H4O2

A single C5H4O2 molecule in a non-equilibrium geometry (the ωB97M-V functional and the def2-TZVPD basis, the Open Molecules 2025 dataset).

```
! wB97M-V def2-TZVPD RIJCOSX def2/J DEFGRID3
* xyz 0 1
O -4.8027 -0.0933 -0.1883
C -3.6601 -0.1423 -0.0741
C -2.4687 -0.4865 0.2829
C -1.1892 -0.0815 0.3794
C -0.1286 0.8519 -0.0948
C 0.1454 -0.6153 0.4964
O 0.5940 -1.6966 -0.2059
H -0.0446 1.2062 -1.1266
H 0.1951 1.8010 0.5786
H 0.6970 -0.7927 1.4353
H 0.2104 -1.8644 -1.0317
*
```

Summary:
SMILES   O=C=C=C1C[C@@H]1O
Maximum force   2.95 eV/A
HOMO   -8.856 eV
LUMO level   -0.029 hartree
Calculated total energy   -343.2442 Ha
Energy relative to the best compared isomer or geometry (same formula, charge and spin)   4.0328 eV
Gap between HOMO and LUMO   8.080 eV


# C7H12N4O

A gas-phase ion, C7H12N4O (charge +2) in a non-equilibrium geometry (the ωB97M-V functional and the def2-TZVPD basis, the Open Molecules 2025 dataset).

```
! wB97M-V def2-TZVPD RIJCOSX def2/J DEFGRID3
* xyz 2 1
N -3.0229 -0.0779 -0.5942
C -1.7953 -0.0426 0.2245
C -0.9715 -1.3754 -0.0569
C 0.4350 -1.4460 0.6726
C 1.4248 -0.4663 0.3256
N 2.6545 -0.7120 -0.2519
C 3.2889 0.4339 -0.5472
C 2.4783 1.4592 -0.1166
N 1.3611 0.8844 0.4697
N 0.2230 1.5555 0.8488
C -1.1440 1.3276 0.0706
O -1.7078 2.2786 -0.3998
H -3.2389 0.9475 -0.9400
H -3.9414 -0.2560 -0.0180
H -2.9566 -0.8121 -1.2712
H -2.0944 0.0029 1.3526
H -0.9829 -1.6241 -1.0937
H -1.5022 -2.1860 0.2912
H 0.8652 -2.3501 0.4012
H 0.1737 -1.5056 1.6842
H 3.1911 -1.5716 -0.3940
H 4.0773 0.3336 -1.3003
H 2.8463 2.5323 -0.2416
H 0.3388 2.6701 0.8846
*
```

Summary:
SMILES   [NH3+][C@H]1CCc2[nH]cc[n+]2NC1=O
Maximum force   4.56 eV/A
HOMO   -17.006 eV
LUMO level   -0.270 hartree
Calculated total energy   -567.5160 Ha
Energy relative to the best compared isomer or geometry (same formula, charge and spin)   0.0000 eV
Gap between HOMO and LUMO   9.651 eV


# C35H25Br4CoGeN5O5S3

A molecular structure, C35H25Br4CoGeN5O5S3 (the ωB97M-V functional and the def2-TZVPD basis, the Open Molecules 2025 dataset).

```
! wB97M-V def2-TZVPD RIJCOSX def2/J DEFGRID3
* xyz 0 2
Co 0.9888 -0.6977 -0.5598
Br 3.1559 -7.3887 -0.2044
C 2.9869 -5.5129 -0.3059
C 4.1134 -4.7181 -0.1350
Br 5.7987 -5.4806 0.2005
C 3.9847 -3.3388 -0.2050
Br 5.4359 -2.1712 0.0467
C 2.7464 -2.7386 -0.4493
O 2.6599 -1.4350 -0.5039
C 1.5928 -3.5365 -0.6106
O 0.4378 -2.7804 -0.8424
C 1.7351 -4.9222 -0.5468
Br 0.2659 -6.0861 -0.7432
C 1.9222 -1.8824 2.8674
C 0.7855 -0.9400 2.6632
N 0.3495 -0.5310 1.5034
C -0.6653 0.3951 1.6310
C -1.0141 0.6833 2.9081
S -0.0643 -0.2447 3.9821
C -1.1653 0.9691 0.3855
C -1.9980 2.0228 0.2014
S -2.1804 2.3378 -1.4653
C -1.1566 1.0277 -1.8404
N -0.6809 0.4157 -0.7847
C -0.8564 0.6459 -3.2483
H 2.2603 -2.2633 1.9078
H 1.6270 -2.7172 3.5025
H 2.7586 -1.3724 3.3485
H -1.7680 1.3674 3.2612
H -2.4609 2.6470 0.9478
H -1.7643 0.2880 -3.7326
H -0.1211 -0.1588 -3.2690
H -0.4827 1.4982 -3.8168
Ge -1.3801 -3.1910 -0.7025
C -2.4577 -2.0246 -1.8153
C -2.5492 -2.4128 -3.1546
C -3.4887 -1.8416 -4.0002
C -4.3748 -0.8926 -3.5073
C -4.3092 -0.5127 -2.1740
C -3.3557 -1.0730 -1.3347
C -1.7114 -3.2676 1.2003
C -2.8776 -2.7469 1.7595
C -3.1402 -2.8982 3.1157
C -2.2483 -3.5874 3.9219
C -1.0883 -4.1182 3.3742
C -0.8173 -3.9544 2.0243
H -1.6287 -4.4950 -1.4325
H -1.8933 -3.1846 -3.5427
H -3.5388 -2.1478 -5.0371
H -5.1215 -0.4566 -4.1580
H -5.0029 0.2214 -1.7844
H -3.3083 -0.7467 -0.3029
H -3.5994 -2.2301 1.1389
H -4.0480 -2.4861 3.5372
H -2.4593 -3.7169 4.9757
H -0.3973 -4.6713 3.9983
H 0.0961 -4.3693 1.6197
O -1.5096 6.3821 -1.3604
S -0.7577 7.6008 -1.1175
O -1.3425 8.4937 -0.1429
O -0.2097 8.2274 -2.3061
C 0.7586 6.9990 -0.3003
N 1.4714 7.8335 0.4627
C 2.5495 7.3339 1.0451
C 2.9378 6.0034 0.9164
C 2.1450 5.2387 0.0825
N 1.0818 5.7334 -0.5367
C 2.2923 3.7832 -0.1564
C 2.6628 2.8735 0.8224
C 2.4207 1.5279 0.6090
N 1.8760 1.0672 -0.5178
C 1.7031 1.9294 -1.5299
C 1.8750 3.2818 -1.3880
H 3.1289 8.0204 1.6546
H 3.8127 5.6145 1.4193
H 3.0241 3.2028 1.7874
H 2.6069 0.7968 1.3830
H 1.3414 1.5132 -2.4603
H 1.6045 3.9658 -2.1794
*
```

Summary:
Maximum force   0.29 eV/A
HOMO (alpha / beta)   -7.442 / -7.442 eV
LUMO level (alpha / beta)   -0.033 / -0.033 hartree
Calculated total energy   -16949.0688 Ha
Energy relative to the best compared isomer or geometry (same formula, charge and spin)   0.0000 eV
Gap between HOMO and LUMO (alpha / beta)   6.533 / 6.555 eV